The following is a quantum chemistry calculation of an isolated molecule of C17H22F3NO2, from the OMol25 dataset.

Geometry as ORCA input:
```
! RIJCOSX wB97M-V def2-TZVPD def2/J DEFGRID3
* xyz 0 1
F 2.878 1.595 -0.147
F 4.430 0.854 -1.443
F 4.386 2.929 -0.876
O 5.363 0.083 1.064
O -1.100 -2.211 -0.608
N -0.644 -0.069 -0.005
C -0.303 -1.334 -0.343
C 1.177 -1.565 -0.367
C -2.022 0.410 0.058
C 4.300 -0.693 1.612
C 1.719 -2.333 -1.390
C 3.912 -2.013 -0.479
C 4.191 1.677 -0.425
C 3.377 -1.264 0.564
C -5.082 0.500 0.438
C 5.084 1.417 0.801
C 3.084 -2.547 -1.449
C -4.091 0.252 1.575
C -4.684 1.684 -0.445
C 2.010 -1.043 0.615
C -2.696 0.272 -1.314
C -2.768 -0.374 1.144
C -3.756 1.333 -1.612
H -2.119 -0.448 2.021
H -5.191 -0.401 -0.166
H -4.552 -0.418 2.304
H -3.897 1.201 2.082
H -5.584 2.141 -0.862
H 4.601 1.919 1.655
H 3.505 -3.132 -2.253
H 4.808 -1.508 2.137
H -3.265 2.252 -1.942
H 3.737 -0.098 2.343
H -6.056 0.714 0.886
H 1.057 -2.749 -2.134
H 4.980 -2.164 -0.522
H -1.926 0.337 -2.087
H -1.964 1.467 0.337
H 6.047 1.894 0.595
H -4.212 2.441 0.186
H 1.591 -0.472 1.433
H -3.126 -0.726 -1.385
H 0.096 0.609 0.080
H -2.937 -1.386 0.776
H -4.357 0.971 -2.449
*
```

The value obtained for the calculated total energy is -31724.60576 eV. For the gap between HOMO and LUMO, the calculation gives 0.3641 Eh. For the energy above the lowest of the compared OMol25 structures with the same formula, charge and spin, the calculation gives 0.000 eV.

=====

The following is a quantum chemistry calculation of an isolated molecule of C10H17PSi at a distorted geometry, from the OMol25 dataset.

Geometry as ORCA input:
```
! RIJCOSX wB97M-V def2-TZVPD def2/J DEFGRID3
* xyz 0 1
P 1.154 1.714 -0.327
Si -1.566 0.308 -0.181
C 2.845 0.680 0.350
C 0.256 0.187 -0.784
C 2.309 -1.000 -1.140
C -1.661 0.410 1.740
C 3.263 -0.115 -0.800
C -2.338 1.883 -0.943
C 1.288 -1.095 1.182
C 1.018 -1.028 -0.357
C -2.742 -1.170 -0.754
C 2.177 0.066 1.475
H 1.909 0.617 2.377
H -3.352 2.061 -0.479
H -2.387 -1.402 -1.705
H -3.795 -0.942 -0.808
H 1.670 -2.070 1.382
H -2.532 -2.110 -0.271
H -1.270 -0.563 2.194
H -2.504 1.847 -2.073
H 3.682 1.333 0.543
H 0.393 -1.864 -0.736
H -2.590 0.739 2.200
H -1.774 2.738 -0.660
H 4.244 0.027 -1.332
H 0.276 -1.072 1.722
H -0.750 0.976 2.079
H 0.402 0.363 -1.816
H 2.373 -1.520 -2.075
*
```

The value obtained for the calculated total energy is -27808.98616 eV. For the gap between HOMO and LUMO (alpha / beta), the calculation gives 0.2704 / 0.2467 Eh. For the energy above the lowest of the compared OMol25 structures with the same formula, charge and spin, the calculation gives 2.015 eV.

=====

The following is a quantum chemistry calculation of an isolated molecule of C4H9N at a distorted geometry, from the OMol25 dataset.

Geometry as ORCA input:
```
! RIJCOSX wB97M-V def2-TZVPD def2/J DEFGRID3
* xyz 0 1
N 0.570 -0.392 -0.738
C -0.355 -0.344 0.365
C -0.245 -1.089 1.458
C 1.513 0.796 -0.931
C -1.690 0.297 -0.069
H 2.528 0.367 -1.020
H 1.214 -1.150 -0.441
H -1.670 0.380 -1.126
H 1.570 1.465 -0.124
H -2.533 -0.310 0.323
H 0.750 -1.750 1.594
H -1.891 1.388 0.377
H 1.358 1.375 -1.888
H -1.120 -1.031 2.220
*
```

The value obtained for the calculated total energy is -5782.21142 eV. For the gap between HOMO and LUMO, the calculation gives 0.3586 Eh. For the energy above the lowest of the compared OMol25 structures with the same formula, charge and spin, the calculation gives 1.601 eV.

=====

The following is a quantum chemistry calculation of a cluster of 2 separate species, C2H9N2O in total at a distorted geometry, from the OMol25 dataset.

Geometry as ORCA input:
```
! RIJCOSX wB97M-V def2-TZVPD def2/J DEFGRID3
* xyz 1 1
O -0.373 0.679 0.568
N -0.068 0.582 -1.961
N -0.414 -0.967 2.110
C 0.973 -0.504 -1.935
C -0.267 0.308 1.719
H -0.136 1.005 -0.932
H 0.197 1.330 -2.583
H 0.900 -1.008 -0.972
H -0.029 0.909 2.610
H 1.916 0.027 -2.008
H -0.918 0.081 -2.215
H -0.215 -1.165 3.102
H 0.956 -1.171 -2.782
H -0.471 -1.850 1.632
*
```

The value obtained for the calculated total energy is -7241.44862 eV. For the gap between HOMO and LUMO, the calculation gives 0.4341 Eh. For the energy above the lowest of the compared OMol25 structures with the same formula, charge and spin, the calculation gives 0.907 eV.

=====

The following is a quantum chemistry calculation of a cluster of 2 separate species, CHIS2 in total at a distorted geometry, from the OMol25 dataset.

Geometry as ORCA input:
```
! RIJCOSX wB97M-V def2-TZVPD def2/J DEFGRID3
* xyz 0 1
I 0.042 1.871 0.830
S 0.222 -1.202 -3.042
S 0.926 -4.226 -2.784
C 0.569 -2.735 -2.950
H -0.994 1.763 -0.279
*
```

The value obtained for the calculated total energy is -30823.89312 eV. For the gap between HOMO and LUMO, the calculation gives 0.3539 Eh. For the energy above the lowest of the compared OMol25 structures with the same formula, charge and spin, the calculation gives 0.121 eV.

=====

The following is a quantum chemistry calculation of a cluster of 2 separate species, C3H7NO in total at a distorted geometry, from the OMol25 dataset.

Geometry as ORCA input:
```
! RIJCOSX wB97M-V def2-TZVPD def2/J DEFGRID3
* xyz 0 1
O -0.424 1.893 -2.124
N -0.461 -2.000 3.421
C -0.574 -1.065 4.295
C 0.580 1.241 -2.238
C 0.696 0.148 -3.332
H -0.195 -0.474 -3.294
H 0.087 -0.991 5.161
H 0.832 0.580 -4.327
H 1.561 1.767 -2.078
H -0.362 -2.853 3.988
H 1.562 -0.490 -3.152
H -1.134 -0.179 3.976
*
```

The value obtained for the calculated total energy is -6759.52912 eV. For the gap between HOMO and LUMO, the calculation gives 0.3886 Eh. For the energy above the lowest of the compared OMol25 structures with the same formula, charge and spin, the calculation gives 3.221 eV.